No. 1
Here is C26H31N9O2S3SiTa as an isolated structure from the Open Molecules 2025 dataset. Energies are from wB97M-V/def2-TZVPD.

Computed properties:
Total charge   +3
2S+1   1
Energy relative to the best compared isomer or geometry (same formula, charge and spin)   54.20 kJ/mol
HOMO-LUMO gap   6.2081 eV

Element x y z (Å)
Ta (0.31, 0.00, 0.31)
C (1.50, 4.33, -0.34)
C (0.75, 3.11, 0.07)
N (0.50, 2.10, -0.70)
N (0.91, 2.19, -2.01)
C (0.76, 1.12, -2.80)
N (1.10, 1.23, -4.07)
S (0.11, -0.34, -2.21)
C (0.18, 2.95, 1.42)
C (-0.01, 4.02, 2.26)
C (-0.65, 3.82, 3.48)
C (-1.08, 2.54, 3.80)
C (-0.85, 1.51, 2.90)
N (-0.24, 1.71, 1.73)
H (0.86, 5.00, -0.93)
H (1.86, 4.88, 0.52)
H (2.37, 4.06, -0.94)
H (1.37, 3.03, -2.33)
H (1.41, 2.09, -4.49)
H (1.02, 0.43, -4.68)
H (0.33, 5.01, 1.98)
H (-0.82, 4.64, 4.16)
H (-1.58, 2.33, 4.73)
H (-1.16, 0.50, 3.13)
C (-6.06, -3.05, 0.88)
Si (-4.43, -2.73, 1.68)
C (-3.27, -4.15, 1.46)
C (-4.58, -2.22, 3.45)
C (-3.70, -1.20, 0.75)
C (-4.54, -0.35, 0.02)
C (-4.07, 0.75, -0.69)
C (-2.71, 1.00, -0.69)
N (-1.89, 0.22, 0.02)
C (-2.37, -0.82, 0.71)
S (-0.98, -1.59, 1.54)
H (-6.42, -4.04, 1.16)
H (-5.99, -3.03, -0.21)
H (-6.83, -2.34, 1.19)
H (-3.82, -5.07, 1.64)
H (-2.43, -4.13, 2.15)
H (-2.87, -4.20, 0.44)
H (-5.08, -3.00, 4.03)
H (-5.16, -1.30, 3.56)
H (-3.59, -2.06, 3.90)
H (-5.60, -0.55, 0.00)
H (-4.74, 1.40, -1.24)
H (-2.26, 1.82, -1.24)
N (8.01, -2.12, 2.31)
C (6.84, -1.65, 1.89)
C (5.67, -1.79, 2.69)
C (4.48, -1.31, 2.25)
C (4.42, -0.65, 1.00)
C (5.56, -0.50, 0.18)
C (6.75, -0.99, 0.63)
S (2.97, -0.15, 0.42)
O (2.07, 0.61, 1.40)
O (3.05, 0.59, -0.82)
N (1.80, -1.32, 0.22)
C (1.96, -2.55, -0.52)
N (3.17, -3.03, -0.64)
C (3.24, -4.20, -1.31)
C (2.12, -4.83, -1.81)
C (0.91, -4.19, -1.63)
N (0.81, -3.02, -0.98)
H (8.09, -2.58, 3.21)
H (8.85, -2.02, 1.77)
H (5.74, -2.29, 3.65)
H (3.60, -1.43, 2.87)
H (5.50, -0.01, -0.78)
H (7.65, -0.87, 0.03)
H (4.23, -4.62, -1.43)
H (2.19, -5.77, -2.34)
H (-0.02, -4.61, -2.01)

***

No. 2
Here is C11H19NOSiV as an isolated structure from the Open Molecules 2025 dataset. Energies are from wB97M-V/def2-TZVPD.

Computed properties:
Total charge   -1
2S+1   3
<S²>   2.016
HOMO-LUMO gap (alpha / beta)   5.7914 / 6.1248 eV

Element x y z (Å)
C (1.05, -1.21, -2.66)
C (-0.37, -1.05, -2.88)
C (-1.06, -1.78, -1.84)
C (-0.06, -2.39, -1.00)
C (1.24, -1.98, -1.50)
V (0.00, -0.15, -0.82)
C (-1.28, 1.60, -1.42)
C (0.16, 1.90, -1.90)
C (0.59, 2.43, -3.16)
N (1.14, 1.21, -1.23)
H (-2.13, -1.87, -1.75)
H (-0.85, -0.54, -3.71)
H (-0.26, -3.01, -0.12)
H (2.21, -2.27, -1.08)
H (1.82, -0.84, -3.33)
H (-2.02, 1.21, -2.18)
H (1.96, 1.73, -1.08)
H (-1.62, 2.21, -0.56)
H (-0.12, 2.95, -3.79)
H (1.63, 2.17, -3.44)
C (1.42, -0.91, 2.73)
Si (-0.19, -0.02, 2.43)
C (-1.67, -0.90, 3.16)
C (-0.12, 1.78, 2.92)
O (-0.53, -0.16, 0.85)
H (1.62, -0.99, 3.80)
H (2.29, -0.39, 2.26)
H (1.40, -1.94, 2.31)
H (-1.64, -0.88, 4.26)
H (-2.60, -0.43, 2.82)
H (-1.69, -1.95, 2.83)
H (0.76, 2.30, 2.49)
H (-1.02, 2.33, 2.59)
H (-0.06, 1.87, 4.01)

***

No. 3
Here is an isolated ion of composition C5H14NS and charge +1 from the Open Molecules 2025 dataset. Energies are from wB97M-V/def2-TZVPD.

Computed properties:
Total charge   +1
2S+1   1
Energy relative to the best compared isomer or geometry (same formula, charge and spin)   59.13 kJ/mol
SMILES   CSCC[C@@H](C)[NH3+]
HOMO-LUMO gap   8.3605 eV

Element x y z (Å)
C (2.41, 2.46, -0.59)
S (0.88, 1.71, -1.14)
C (0.16, 1.31, 0.45)
C (-1.04, 0.37, 0.40)
C (-0.61, -0.98, -0.25)
C (0.18, -1.90, 0.63)
N (-1.98, -1.68, -0.61)
H (2.90, 2.99, -1.39)
H (2.21, 2.94, 0.34)
H (3.13, 1.67, -0.33)
H (0.89, 0.82, 1.10)
H (-0.21, 2.19, 0.98)
H (-1.38, 0.16, 1.41)
H (-1.87, 0.71, -0.22)
H (-0.20, -0.75, -1.23)
H (0.09, -2.94, 0.29)
H (1.24, -1.66, 0.52)
H (-0.05, -1.84, 1.69)
H (-1.94, -2.17, -1.50)
H (-2.75, -1.03, -0.65)
H (-2.05, -2.40, 0.10)

***

No. 4
Here is a 5-piece molecular cluster, C9H13BCl16NO3P overall from the Open Molecules 2025 dataset. Energies are from wB97M-V/def2-TZVPD.

Computed properties:
Total charge   0
2S+1   1
SMILES   CCOB(O)PCCC(N)=O.ClC(Cl)(Cl)Cl.ClC(Cl)(Cl)Cl.ClC(Cl)(Cl)Cl.ClC(Cl)(Cl)Cl
HOMO-LUMO gap   8.5552 eV

Element x y z (Å)
C (-0.60, -1.99, 4.76)
C (-0.91, -0.79, 3.85)
O (0.21, -0.37, 3.07)
B (0.53, -1.06, 1.93)
O (-0.11, -2.29, 1.61)
P (1.92, -0.40, 0.80)
C (1.48, 1.31, 0.23)
C (2.66, 2.01, -0.53)
C (3.63, 2.67, 0.46)
N (4.54, 1.79, 1.16)
O (3.63, 3.91, 0.63)
H (-1.24, -1.99, 5.66)
H (0.47, -2.02, 5.04)
H (-0.81, -2.93, 4.21)
H (-1.78, -0.99, 3.20)
H (-1.21, 0.07, 4.49)
H (0.53, -3.00, 1.71)
H (1.84, -1.18, -0.37)
H (0.61, 1.27, -0.46)
H (1.22, 1.94, 1.10)
H (2.24, 2.80, -1.17)
H (3.18, 1.26, -1.14)
H (5.42, 2.29, 1.27)
H (4.18, 1.62, 2.10)
Cl (1.00, 5.17, -5.27)
C (1.15, 5.04, -3.51)
Cl (0.31, 6.38, -2.74)
Cl (0.45, 3.51, -2.97)
Cl (2.86, 5.08, -3.06)
Cl (-3.98, 3.37, -3.46)
C (-3.40, 2.88, -5.05)
Cl (-4.68, 3.09, -6.25)
Cl (-2.00, 3.87, -5.49)
Cl (-2.91, 1.18, -5.01)
Cl (-2.71, -7.31, 1.78)
C (-3.41, -5.80, 2.37)
Cl (-5.03, -5.59, 1.69)
Cl (-3.51, -5.85, 4.14)
Cl (-2.38, -4.45, 1.88)
Cl (-1.52, -3.64, -1.18)
C (-0.68, -2.90, -2.54)
Cl (0.78, -3.84, -2.92)
Cl (-1.75, -2.86, -3.95)
Cl (-0.20, -1.25, -2.12)

***

Q: The lowest total charge belongs to which entry?
A: C11H19NOSiV

***

Q: total charge of number 1 (C26H31N9O2S3SiTa)?
A: +3